Record 1
Computed, not measured: a 8-piece molecular cluster, C56H72BrN9O4S overall in a non-equilibrium geometry, with wB97M-V/def2-TZVPD.

Structure (XYZ):
```
143
Properties=species:S:1:pos:R:3:forces:R:3
C 0.832978 -5.127216 1.424261 0.228 2.892 -0.539
C 0.963900 -3.695874 1.195887 -1.354 -2.195 -0.413
C -0.178289 -3.062592 0.258524 -2.135 1.455 0.365
C 0.069377 -2.982995 -1.299145 -3.217 0.920 1.470
C 1.437994 -3.579029 -1.843588 -0.448 -0.185 0.236
C 2.712546 -2.608112 -1.751089 1.581 -2.356 -0.604
C 3.963049 -3.543823 -1.265326 -0.628 -0.036 0.473
Br 2.577043 -1.139669 -0.431461 0.025 -0.401 -0.967
C -1.067798 -2.362095 -2.202432 0.726 -0.787 2.516
C -0.752611 -2.325892 -3.775125 -1.062 0.755 0.281
C -0.067593 -0.923031 -4.260679 -1.546 -0.969 -1.161
N 1.411495 -0.968157 -4.302976 0.466 2.478 0.618
C 1.958607 -1.252379 -5.660646 -0.702 -1.169 -1.492
C 1.844478 -0.024949 -6.705327 1.570 0.474 0.411
C 2.069334 0.131948 -3.617877 0.864 1.605 1.503
C 3.653754 0.341879 -3.935803 -1.235 -0.355 0.275
O 1.575886 0.915581 -2.769269 0.473 -2.801 -2.875
C -2.431473 -1.836348 -1.597527 1.931 -0.885 2.659
C -3.623324 -1.252863 -2.483048 0.065 -1.181 -0.849
C -4.314197 -2.541354 -3.216312 -0.578 -0.123 0.582
C -3.193028 -0.159504 -3.574350 -1.139 1.173 0.248
C -4.479749 0.774502 -3.938831 0.523 0.208 0.181
C -2.626153 -1.935934 -0.043177 2.524 -0.950 -1.066
C -1.486897 -2.528054 0.875500 0.028 0.287 -2.684
C -1.736965 -2.552757 2.468516 0.209 -0.958 0.486
O -1.311617 -3.448778 3.232230 -1.244 3.148 -2.615
C -2.640103 -1.320011 3.000210 -2.063 0.880 -1.974
S -2.202167 -0.676062 4.677494 -0.477 -0.638 -0.898
C -3.677441 -0.778815 2.165370 2.194 -0.990 1.655
C -4.551749 0.472074 2.646035 0.554 0.396 -0.943
C -4.686833 1.520272 1.417066 -0.164 -0.001 0.099
C -3.289499 1.932080 0.767589 3.134 0.381 -0.152
N -3.280450 2.560302 -0.579522 -0.865 -2.054 2.074
O -2.158679 1.809785 1.317893 -4.228 0.125 -1.242
C -3.936549 -1.468601 0.725794 -1.309 -0.067 0.353
O -5.122190 -1.623692 0.341579 3.845 0.662 0.759
H 1.626863 -5.803649 0.968392 -0.483 0.638 2.220
H -0.096308 -5.459581 1.992039 0.686 -0.076 -2.170
H 1.822984 -3.087519 1.628411 -0.582 -0.908 -2.002
H 1.688414 -4.525535 -1.226578 -0.618 1.687 -0.807
H 1.385608 -3.954632 -2.936769 -0.174 0.840 1.741
H 2.996518 -2.278427 -2.814300 -0.790 0.203 1.925
H 4.973738 -3.131888 -1.612551 -1.504 -0.624 0.582
H 3.804744 -4.636790 -1.614005 0.391 1.849 0.206
H 3.928006 -3.587875 -0.116696 0.249 0.103 -1.710
H -0.140551 -3.218497 -4.145380 -0.747 1.304 0.808
H -1.767976 -2.397621 -4.321242 1.689 0.086 0.893
H -0.426595 -0.802616 -5.357781 0.519 -0.034 1.676
H -0.525051 -0.054903 -3.688517 1.220 -1.173 -0.507
H 1.297258 -2.096443 -6.099628 1.074 1.204 0.907
H 3.019256 -1.708185 -5.628399 -1.691 1.003 0.137
H 2.920278 0.381693 -6.844385 -1.771 -0.531 0.063
H 1.495166 -0.330521 -7.748773 0.206 0.417 1.635
H 1.253126 0.857655 -6.261278 0.609 -1.509 -0.841
H 4.147129 -0.693421 -4.014184 -0.445 1.783 -0.063
H 3.696434 0.946877 -4.901096 0.260 -1.007 1.206
H 4.095427 0.969784 -3.084055 -0.777 -1.117 -1.274
H -4.476133 -0.779875 -1.870150 1.757 -0.828 -0.452
H -5.445444 -2.334614 -3.332965 1.871 -0.318 -0.159
H -4.247231 -3.491472 -2.566813 -0.017 1.605 -0.836
H -3.822492 -2.800811 -4.212926 -0.782 0.543 1.247
H -2.422643 0.571763 -3.124018 -0.975 -1.326 -0.770
H -2.828761 -0.600842 -4.562001 -0.264 0.517 1.547
H -5.309739 0.198152 -4.467450 1.103 0.702 0.824
H -4.156827 1.640029 -4.621569 -0.437 -1.336 0.921
H -4.893424 1.263993 -2.978816 0.496 -0.891 -1.466
H -3.301256 0.013953 5.173563 0.577 -0.762 -0.988
H -5.587206 0.163700 3.012178 1.323 0.325 -0.717
H -4.060287 1.063745 3.499772 -0.412 -1.283 -1.326
H -5.175839 2.490577 1.805802 0.695 -1.484 -0.654
H -5.368019 1.055295 0.624528 0.950 0.804 0.954
H -2.387164 2.294530 -1.018345 -0.585 0.397 0.240
H -4.095707 2.253447 -1.131192 0.686 0.298 0.244
N -7.381535 4.668323 0.699896 -0.060 -0.002 0.040
C -8.267956 5.452585 0.010995 -0.008 0.019 -0.076
C -9.523759 5.215849 0.514043 0.108 0.163 -0.186
C -9.390350 4.257539 1.548758 0.133 -0.172 0.173
C -8.057659 3.939939 1.643274 0.009 -0.055 0.003
H -6.387722 4.633086 0.538706 -0.177 0.048 0.028
H -7.929488 6.108543 -0.776646 -0.063 -0.061 0.074
H -10.437275 5.681934 0.175469 0.100 -0.038 0.030
H -10.181797 3.845994 2.157667 0.091 0.037 -0.053
H -7.533430 3.259620 2.297447 -0.096 0.054 -0.044
N 0.647426 1.758874 7.601279 0.023 0.039 -0.067
C -0.110584 1.151051 6.635600 -0.061 0.054 -0.019
C -0.189110 2.003009 5.559824 -0.149 -0.211 0.135
C 0.553739 3.164972 5.886784 0.077 0.188 0.240
C 1.060715 2.984689 7.151013 0.038 0.044 0.082
H 0.867375 1.365181 8.501736 -0.033 0.051 -0.185
H -0.528151 0.168917 6.797330 0.080 0.090 -0.038
H -0.720671 1.810636 4.639615 0.023 0.014 0.146
H 0.701721 4.036510 5.265523 -0.057 -0.062 0.064
H 1.676992 3.621599 7.767685 -0.056 -0.021 -0.097
N -2.012395 -6.701214 -0.145234 -0.099 -0.062 -0.039
C -1.962887 -7.808761 -0.948749 0.049 0.010 -0.018
C -2.638650 -8.823141 -0.315025 0.108 -0.010 -0.236
C -3.118423 -8.306600 0.913750 -0.040 0.170 0.174
C -2.719144 -6.994323 0.989833 0.034 0.057 0.037
H -1.593964 -5.808045 -0.356689 -0.055 -0.099 0.086
H -1.451161 -7.780118 -1.898927 -0.052 -0.035 0.089
H -2.773594 -9.825336 -0.694593 0.018 0.101 0.027
H -3.692849 -8.835755 1.659849 0.055 0.066 -0.069
H -2.875628 -6.246104 1.752611 0.014 -0.081 -0.053
N 0.892773 4.395591 -9.741360 0.055 -0.002 0.078
C 0.388929 4.535488 -8.475688 -0.071 -0.019 0.027
C 1.273152 3.952985 -7.600935 -0.238 0.107 0.046
C 2.353266 3.447982 -8.366733 0.122 -0.059 -0.221
C 2.092585 3.738144 -9.683570 0.033 -0.060 -0.052
H 0.450242 4.725632 -10.583546 0.095 -0.049 0.167
H -0.553249 5.034746 -8.307523 0.101 -0.057 0.017
H 1.156212 3.897649 -6.528432 0.009 0.033 -0.096
H 3.225380 2.930098 -7.995309 -0.069 0.067 -0.052
H 2.654966 3.533114 -10.581932 -0.035 0.007 0.111
N 4.171720 5.081669 9.626622 0.043 -0.018 0.019
C 4.494148 3.812172 9.226168 -0.023 -0.051 -0.050
C 5.838827 3.783991 8.948478 -0.188 -0.192 -0.005
C 6.347955 5.082919 9.195918 -0.037 0.250 0.085
C 5.297303 5.861464 9.615838 0.031 0.062 -0.024
H 3.250671 5.393095 9.888972 0.191 -0.047 -0.028
H 3.740510 3.041147 9.172227 0.114 0.040 -0.008
H 6.394726 2.923520 8.606383 -0.067 0.080 0.036
H 7.370172 5.411752 9.080255 -0.110 -0.025 0.017
H 5.253317 6.900321 9.905866 0.033 -0.104 -0.045
N 2.868758 2.630484 3.845109 0.202 -0.055 -0.172
C 1.963671 2.038199 3.006534 -0.088 -0.010 -0.016
C 2.563779 1.874668 1.781525 -0.180 -0.120 0.066
C 3.882794 2.382079 1.886337 0.249 0.070 0.089
C 4.043702 2.839464 3.172270 0.002 0.011 0.008
H 2.696952 2.873972 4.808240 -0.062 -0.121 -0.139
H 0.972653 1.786097 3.352109 0.212 0.024 -0.158
H 2.103819 1.436888 0.907359 -0.009 0.104 0.060
H 4.631636 2.409167 1.108085 -0.057 0.001 0.074
H 4.889665 3.295134 3.664565 -0.069 -0.034 -0.075
N 6.653745 -1.620335 2.096412 0.088 0.016 -0.106
C 7.977307 -1.972753 2.098759 0.042 -0.060 0.039
C 8.452144 -1.844154 0.816469 0.140 -0.081 0.225
C 7.376579 -1.391895 0.011914 -0.246 0.053 -0.022
C 6.280613 -1.260153 0.829713 -0.103 0.018 -0.019
H 6.048832 -1.624516 2.901696 0.096 0.058 -0.164
H 8.464959 -2.285040 3.009807 -0.019 0.021 -0.112
H 9.461841 -2.051271 0.493524 -0.091 0.023 0.051
H 7.401595 -1.184941 -1.048123 -0.011 0.005 0.101
H 5.270182 -0.943341 0.619907 0.109 -0.020 -0.003
```
Positions in Å, forces in eV/Å.

## Properties
2S+1   1
M   1047.2 g/mol
SMILES string   C=Cc1c(C[C@H](C)Br)c(CCN(CC)C(C)=O)c([C@H](C)CC)c2c1C(=O)C(S)=C(CCC(N)=O)C2=O.c1cc[nH]c1.c1cc[nH]c1.c1cc[nH]c1.c1cc[nH]c1.c1cc[nH]c1.c1cc[nH]c1.c1cc[nH]c1
Electronic energy   -5942.558760 hartree
Total charge   0

Löwdin population analysis, charges in e, atoms 1 to 2: atom 1 (C): 0.0079, atom 2 (C): -0.1407

Record 2
Computed, not measured: C27H27N6OOsS as an isolated structure, with wB97M-V/def2-TZVPD.

Structure (XYZ):
```
63
Properties=species:S:1:pos:R:3:forces:R:3
Os 0.722082 -1.128794 -0.718350 -0.198 0.720 0.244
N -3.189749 -2.710261 -0.890710 -0.021 0.051 0.026
C -2.002802 -2.224444 -0.387548 0.001 -0.045 0.003
N -1.287138 -1.347485 -1.004807 0.112 0.142 0.113
C -1.750450 -0.801630 -2.230891 -0.110 -0.005 0.112
N -0.802956 -0.225102 -2.957771 0.126 0.109 0.039
N 0.464888 -0.470911 -2.568287 0.122 -0.342 -0.412
C 1.379433 0.641101 -2.487809 0.187 0.048 -0.174
C 2.662224 0.338850 -1.660690 0.039 0.263 -0.122
C 3.956342 0.954546 -2.051801 -0.058 0.036 0.088
C 5.098635 0.262365 -1.863308 0.052 -0.026 -0.029
C 5.116976 -1.055830 -1.291624 -0.008 0.024 -0.016
C 3.898075 -1.597909 -0.934848 -0.005 0.084 0.013
N 2.739501 -0.981801 -1.089767 0.083 -0.315 -0.024
C -3.176513 -0.939710 -2.536562 -0.006 -0.057 0.021
C -3.917034 -0.156421 -3.426078 -0.053 0.033 -0.041
C -5.270814 -0.383511 -3.638527 0.001 -0.009 0.005
C -5.934533 -1.387534 -2.954714 0.009 -0.004 0.001
C -5.234978 -2.157337 -2.037666 0.005 -0.011 -0.006
C -3.883009 -1.933336 -1.830059 -0.011 -0.014 -0.021
H -3.753893 -3.253631 -0.260415 0.006 -0.015 0.002
H -1.650487 -2.622589 0.554835 -0.010 0.009 -0.009
H 1.466350 1.333466 -3.318030 -0.068 0.104 0.040
H 3.955950 1.945306 -2.490985 0.013 0.014 0.016
H 6.038622 0.715445 -2.167013 0.000 0.006 0.020
H 6.034451 -1.606185 -1.146614 0.007 0.002 -0.005
H 3.842867 -2.580214 -0.468767 -0.002 -0.006 -0.016
H -3.402332 0.625128 -3.962643 -0.039 -0.033 0.046
H -5.802884 0.236414 -4.348727 -0.004 -0.001 0.001
H -6.988308 -1.570869 -3.122576 -0.003 0.002 0.004
H -5.732636 -2.943284 -1.479651 -0.002 -0.001 0.001
C 1.458093 0.953878 -1.026513 -0.336 -0.876 0.236
C 1.271514 2.225047 -0.334060 -0.017 -0.013 0.031
C 0.057168 2.916957 -0.398837 -0.027 -0.009 0.059
C -0.133361 4.087552 0.316186 0.005 0.010 -0.010
C 0.893005 4.610923 1.098063 -0.014 0.019 -0.009
C 2.115389 3.954827 1.141152 -0.005 -0.015 0.019
C 2.302368 2.774499 0.433563 0.002 0.031 0.035
H -0.736521 2.509521 -1.015597 -0.007 -0.003 -0.001
H -1.086014 4.601847 0.260567 -0.001 0.003 0.001
H 0.743618 5.528511 1.654483 -0.001 0.002 -0.001
H 2.929548 4.364632 1.728523 0.001 0.001 0.000
H 3.259349 2.264966 0.456003 0.001 -0.005 0.002
O 0.941821 -1.968426 1.300895 0.080 0.266 0.092
C 1.325807 -1.441195 2.340344 -0.010 -0.315 -0.130
C 1.734138 -0.013852 2.465989 -0.094 -0.009 -0.068
C 0.405611 0.728555 2.766966 0.098 -0.016 -0.122
C -0.509270 0.140164 3.855457 -0.019 0.033 0.033
C -1.172075 -1.205539 3.507649 -0.044 0.036 0.004
C -0.283945 -2.427706 3.779302 0.070 -0.068 -0.019
N 1.134261 -2.112895 3.545009 0.021 0.027 -0.010
H 2.165925 0.343791 1.530961 -0.052 -0.016 0.073
H 2.447153 0.112381 3.285652 0.006 -0.006 -0.010
H -0.152564 0.754635 1.828364 -0.019 0.029 -0.079
H 0.645804 1.759331 3.021984 0.030 0.098 -0.025
H -1.308109 0.868937 4.010146 0.013 0.013 0.011
H 0.014817 0.070547 4.819096 -0.006 -0.009 -0.030
H -1.448366 -1.179837 2.448960 0.010 0.012 0.010
H -2.100127 -1.318575 4.074205 -0.011 0.008 -0.020
H -0.568787 -3.265595 3.143528 0.006 -0.005 0.024
H -0.372698 -2.756543 4.815816 0.007 0.013 0.004
H 1.493394 -1.555598 4.306952 0.004 -0.028 0.005
S -1.062822 0.700426 -4.388406 0.145 0.031 -0.025
```
Positions in Å, forces in eV/Å.

## Properties
2S+1   1
M   673.9 g/mol
Energy above the lowest of the compared OMol25 structures with the same formula, charge and spin   78.44 kcal per mole
Electronic energy   -1937.599964 hartree
Total charge   -1

Löwdin population analysis, charges in e, atoms 1 to 2: atom 1 (Os): 1.1950, atom 2 (N): 0.0815

Question: What is the formula in the first record?
Answer: C56H72BrN9O4S